Here is C4H9NO2 in the gas phase from the Open Molecules 2025 dataset. Energies are from ωB97M-V/def2-TZVPD.

Summary:
Highest occupied orbital energy in eV: -9.9
Relative energy (zero: lowest compared OMol25 entry of this formula, charge and spin) in eV: 0.6507
LUMO level in eV: 0.9396

Geometry as ORCA input:
```
! wB97M-V def2-TZVPD RIJCOSX def2/J DEFGRID3
* xyz 0 1
H -0.098 2.093 0.792
O -0.535 -1.278 -1.086
C 0.740 1.675 0.228
H -1.604 -2.858 -1.710
H 2.221 1.531 1.823
H 2.352 0.209 0.648
H 1.233 2.511 -0.281
H -1.733 -2.550 0.061
C 1.647 0.864 1.179
H 0.692 0.617 -1.625
H 1.052 0.210 1.829
H -2.568 -1.476 -1.084
C -1.684 -2.101 -0.934
N 0.155 0.827 -0.795
C -0.588 -0.195 -0.290
O -1.224 -0.136 0.742
*
```

Results of the Mulliken charge analysis, in e, for atoms 1 through 5:
1. H 0.23
2. O -0.37
3. C -0.42
4. H 0.23
5. H 0.35


Here is CH3NO2S in the gas phase in a non-equilibrium geometry from the Open Molecules 2025 dataset. Energies are from ωB97M-V/def2-TZVPD.

Summary:
Highest occupied orbital energy in eV: -9.8
Relative energy (zero: lowest compared OMol25 entry of this formula, charge and spin) in eV: 1.8175
LUMO level in eV: -0.2106

Geometry as ORCA input:
```
! wB97M-V def2-TZVPD RIJCOSX def2/J DEFGRID3
* xyz 0 1
H -0.572 0.984 -0.966
N 1.106 -0.071 0.403
O -0.304 -1.603 -0.886
C -1.020 0.729 -0.031
S -0.372 -0.875 0.411
H 1.429 0.022 -0.525
O -2.081 1.233 0.479
H 1.814 -0.419 1.116
*
```

Results of the Mulliken charge analysis, in e, for atoms 1 through 5:
1. H 0.29
2. N -0.54
3. O -0.58
4. C 0.20
5. S 0.54


Here is a 2-piece molecular cluster, CH7N2S overall in a non-equilibrium geometry from the Open Molecules 2025 dataset. Energies are from ωB97M-V/def2-TZVPD.

Summary:
Highest occupied orbital energy in eV: -2.8
Relative energy (zero: lowest compared OMol25 entry of this formula, charge and spin) in eV: 0.6392
LUMO level in eV: 4.1052

Geometry as ORCA input:
```
! wB97M-V def2-TZVPD RIJCOSX def2/J DEFGRID3
* xyz -1 1
H -0.089 1.523 2.060
H 1.024 2.067 1.002
N 0.697 1.238 1.493
H 0.419 -0.898 -1.144
H -0.582 0.707 -0.042
H 1.341 -1.300 0.080
S -1.648 -1.665 -1.841
C 0.171 0.240 0.585
H -0.328 -0.577 1.118
N 1.012 -0.469 -0.413
H -2.016 -0.867 -2.898
*
```

Results of the Mulliken charge analysis, in e, for atoms 1 through 5:
1. H 0.25
2. H 0.26
3. N -0.65
4. H 0.20
5. H 0.30


Here is a 4-piece molecular cluster, C7H23N3O5 overall in a non-equilibrium geometry from the Open Molecules 2025 dataset. Energies are from ωB97M-V/def2-TZVPD.

Summary:
Highest occupied orbital energy in eV: -8.5
LUMO level in eV: 0.3549

Geometry as ORCA input:
```
! wB97M-V def2-TZVPD RIJCOSX def2/J DEFGRID3
* xyz 0 1
H 4.225 -0.084 1.270
H 0.057 -2.221 1.475
O 2.041 -0.798 3.479
N 2.086 1.064 2.177
H -3.204 -0.592 -1.662
H -1.925 -1.799 -1.468
H 0.156 0.321 -0.037
N 3.735 -0.567 2.000
O -3.325 2.702 -0.617
C -2.277 -0.822 -1.132
H -3.296 -1.623 0.601
H 4.162 -1.400 2.358
H -1.518 -2.809 2.126
H -3.825 3.188 0.047
H 1.213 1.378 2.557
H 0.359 -1.012 -1.132
H -3.118 0.129 0.612
C 1.035 0.843 -1.929
O -1.503 -0.936 1.240
C -2.613 -0.797 0.350
C -1.018 -2.265 1.318
H 3.497 -0.008 -2.147
C 2.740 -0.645 -2.634
O 1.594 0.068 -2.997
H 2.555 -1.475 -1.935
C 0.042 0.034 -1.093
C 2.581 -0.133 2.615
O -1.717 1.966 1.701
H 1.827 1.247 -1.292
H 0.504 1.631 -2.465
H -3.209 3.319 -1.346
H 2.555 1.602 1.473
H 3.193 -1.059 -3.533
H -1.230 -2.832 0.406
N -1.310 0.179 -1.581
H -1.326 1.084 1.751
H -1.678 1.097 -1.360
H -2.062 2.023 0.802
*
```

Results of the Mulliken charge analysis, in e, for atoms 1 through 5:
1. H 0.15
2. H 0.18
3. O -0.64
4. N -0.37
5. H 0.35


Here is a 3-piece molecular cluster, C30H25ClF7N3O10S overall in a non-equilibrium geometry from the Open Molecules 2025 dataset. Energies are from ωB97M-V/def2-TZVPD.

Summary:
Highest occupied orbital energy in eV: -9.2
LUMO level in eV: -1.3196

Geometry as ORCA input:
```
! wB97M-V def2-TZVPD RIJCOSX def2/J DEFGRID3
* xyz 0 1
H 2.210 -0.580 -0.468
H 7.273 4.126 1.947
C -10.925 -2.355 -0.714
H 1.607 -2.859 -0.793
O 2.927 2.231 -1.105
F -9.998 -1.671 -1.374
H 7.808 10.192 -2.021
C -6.565 -3.181 3.207
H -1.433 -3.952 0.209
N 3.802 2.092 -0.273
C -2.216 -5.310 2.489
C -3.210 -4.995 3.543
H 0.783 0.395 -0.091
C 4.660 3.250 0.018
C 8.189 9.607 -2.845
C -6.201 -4.591 1.268
C 0.389 -5.011 -0.207
C -6.977 -3.700 1.990
O -2.984 -5.153 4.719
C 6.244 5.425 0.585
N 0.956 -4.123 0.807
H 9.255 9.918 -6.040
O -9.529 -3.262 2.497
H -7.170 -2.466 3.748
C 5.678 3.114 0.943
H 6.858 6.281 0.813
H 1.972 0.065 1.159
S -8.553 -3.070 1.466
C 5.219 5.536 -0.345
O 4.014 1.061 0.335
O -1.787 -6.012 0.276
F -12.044 -2.360 -1.451
H 2.521 -2.734 0.697
C 1.510 -2.869 0.298
H -1.163 -5.190 2.715
H 0.811 -4.839 -1.206
C -10.495 -3.837 -0.537
O -8.361 -1.731 0.989
C 0.712 -1.635 0.704
F -11.209 -1.785 0.449
C 6.473 4.214 1.225
C 9.173 8.074 -4.950
H -6.508 -4.979 0.310
C 4.419 4.445 -0.637
H -1.470 -4.792 -1.342
C -1.132 -4.866 -0.306
H -0.242 -1.662 0.158
C 8.359 8.241 -2.719
O 7.534 8.292 -0.568
O 0.498 -1.681 2.109
C -9.070 -4.135 0.047
F -10.478 -4.367 -1.783
C 8.518 10.209 -4.048
C -5.344 -3.575 3.727
H 8.976 6.396 -3.623
C 8.849 7.461 -3.751
N 7.995 7.592 -1.450
C 9.005 9.444 -5.100
C 1.468 -0.361 0.297
C -2.637 -5.719 1.289
H 1.703 -4.633 1.256
H 5.848 2.169 1.437
O 8.169 6.394 -1.356
C -4.538 -4.482 3.042
F -8.165 -4.038 -0.939
H 3.619 4.523 -1.359
C -4.103 -5.894 1.033
H 5.041 6.480 -0.843
O -4.546 -6.701 0.254
C -4.983 -4.956 1.807
Cl -4.863 -2.906 5.242
F -9.084 -5.404 0.499
H 9.553 7.480 -5.770
H 0.593 -6.045 0.073
H 8.391 11.277 -4.166
F -11.424 -4.485 0.170
H -0.175 -1.032 2.333
*
```

Results of the Mulliken charge analysis, in e, for atoms 1 through 5:
1. H 0.31
2. H 0.37
3. C 0.59
4. H 0.29
5. O -0.61


Here is a 3-piece molecular cluster, C4H13NO4 overall in a non-equilibrium geometry from the Open Molecules 2025 dataset. Energies are from ωB97M-V/def2-TZVPD.

Summary:
Highest occupied orbital energy in eV: -8.9
Relative energy (zero: lowest compared OMol25 entry of this formula, charge and spin) in eV: 0.6233
LUMO level in eV: 0.4287

Geometry as ORCA input:
```
! wB97M-V def2-TZVPD RIJCOSX def2/J DEFGRID3
* xyz 0 1
N -2.457 -0.764 0.062
C -0.399 0.587 0.498
O -0.610 -3.045 -0.358
H -2.179 -1.336 0.849
C 0.432 0.728 -0.814
H -0.059 1.334 1.217
H -2.397 0.981 1.098
C 1.062 2.078 -0.926
H -0.552 -3.920 -0.738
C -1.908 0.572 0.214
O 2.043 -1.149 1.296
H 1.121 -0.101 -0.964
H 0.248 -2.719 -0.071
O 2.213 2.097 -0.202
H 2.879 -1.214 1.763
H -2.146 -1.249 -0.769
H 1.981 -0.251 0.975
H -0.241 0.618 -1.664
H -0.170 -0.388 0.917
H -2.201 1.174 -0.644
O 0.688 3.024 -1.559
H 2.649 2.944 -0.182
*
```

Results of the Mulliken charge analysis, in e, for atoms 1 through 5:
1. N -0.62
2. C -0.33
3. O -0.60
4. H 0.26
5. C -0.67


Here is C2H4N2O2S in the gas phase in a non-equilibrium geometry from the Open Molecules 2025 dataset. Energies are from ωB97M-V/def2-TZVPD.

Summary:
Highest occupied orbital energy in eV: -9.5
Relative energy (zero: lowest compared OMol25 entry of this formula, charge and spin) in eV: 4.0950
LUMO level in eV: 0.3644

Geometry as ORCA input:
```
! wB97M-V def2-TZVPD RIJCOSX def2/J DEFGRID3
* xyz 0 1
H -1.814 -1.055 1.069
N -0.714 0.425 -0.264
C -0.304 -0.744 0.187
N -0.989 -1.657 0.710
H -0.276 1.344 0.147
H 3.348 0.079 -0.575
O 1.633 1.136 0.618
C 2.201 0.243 -0.015
O -2.086 0.413 -0.321
H -2.313 1.040 -1.169
S 1.313 -1.223 -0.387
*
```

Results of the Mulliken charge analysis, in e, for atoms 1 through 5:
1. H 0.32
2. N -0.13
3. C 0.46
4. N -0.62
5. H 0.33


Here is C37H40Br2F4HgN3O5PSb as an isolated structure from the Open Molecules 2025 dataset. Energies are from ωB97M-V/def2-TZVPD.

Summary:
Highest occupied orbital energy (alpha / beta) in eV: 0.0 / -2.8
Relative energy (zero: lowest compared OMol25 entry of this formula, charge and spin) in eV: 0.6334
Expectation value of S²: 0.769
LUMO level (alpha / beta) in eV: 3.5835 / 3.5829

Geometry as ORCA input:
```
! wB97M-V def2-TZVPD RIJCOSX def2/J DEFGRID3
* xyz -2 2
H 1.084 -5.266 -0.991
C 3.656 -1.654 -1.476
C 2.321 -1.255 -3.416
Hg 1.077 0.148 -0.989
C -0.621 -4.166 -1.791
H -4.412 -1.910 0.625
O 0.014 -0.757 -2.940
C -3.092 -3.543 0.057
H 5.244 5.104 0.063
C 2.698 1.223 5.534
C -2.049 1.244 -0.437
C -1.849 3.781 4.303
O 0.834 4.034 -2.812
H 3.802 1.863 2.439
C -3.672 -3.628 -3.310
C -3.210 -2.254 -2.825
C -0.802 2.983 3.862
C 0.692 2.983 -2.170
H 0.222 -4.337 0.241
C 3.844 -1.423 0.021
H -1.508 -4.231 1.410
C 0.846 -1.102 -3.844
H 3.347 -2.242 0.549
H -1.327 -4.994 -1.679
H -4.042 -1.775 -2.303
C 3.589 2.703 1.787
H -3.128 -4.301 2.106
C -4.478 -2.914 0.195
H -0.913 3.744 0.569
H 0.424 -5.109 -3.443
H -3.934 2.886 -2.713
H 2.912 5.606 -0.638
C 0.541 -4.331 -0.805
H -3.637 -1.235 -4.677
C -3.184 1.677 -1.045
H -4.147 1.387 -0.646
H -1.934 -1.730 -4.531
H -4.994 -2.829 -0.763
C -1.771 2.974 -2.488
H -2.884 -4.136 -3.870
F 2.282 3.146 4.329
H 3.353 -0.085 1.506
N -0.767 1.537 -0.772
F 1.884 -2.209 4.931
P 0.880 1.864 1.828
Br -2.322 0.287 1.220
H -2.307 -2.745 1.921
C -2.794 -1.346 -3.978
C 2.166 1.814 4.397
C -0.674 2.499 -1.811
C -1.127 3.784 1.628
H -3.973 -4.285 -2.489
O 1.650 2.251 -1.737
H -2.133 3.760 5.349
H -0.315 2.334 4.579
H -1.582 3.688 -3.279
H 1.255 -3.510 -0.930
H -5.116 -3.515 0.859
H -3.195 -4.529 -0.408
Br 0.580 -1.435 2.377
C 2.057 4.063 0.557
Sb -1.727 -2.358 -1.232
H -0.806 -3.952 -3.980
F 3.296 1.962 6.480
C 1.443 -0.286 3.590
H -3.354 5.211 3.751
C 4.651 3.461 1.316
C 2.274 2.999 1.426
N 2.569 -1.117 -1.987
F 3.101 -0.720 6.793
N 3.264 -0.162 0.501
H -4.532 -3.525 -3.986
C 1.969 -0.888 4.728
C 1.540 1.091 3.395
H 2.890 -0.510 -3.981
C 3.115 4.819 0.077
C 4.415 4.527 0.457
C -2.471 -3.718 1.445
C -0.407 2.987 2.524
C -0.058 -4.150 -3.212
H 2.655 -2.231 -3.768
C -2.531 4.594 3.410
O 4.536 -2.317 -2.060
C -3.062 2.545 -2.172
C 2.597 -0.136 5.696
H 0.703 -3.380 -3.312
H -2.504 -0.355 -3.628
H 4.918 -1.513 0.197
H -2.717 5.178 1.349
H 3.727 0.638 0.085
C -2.169 4.586 2.071
H 5.662 3.211 1.614
H 1.064 4.292 0.197
O 0.588 -1.372 -5.022
*
```

Results of the Mulliken charge analysis, in e, for atoms 1 through 5:
1. H 0.41
2. C 0.40
3. C -0.74
4. Hg 2.24
5. C 0.34


Please write out number 1 again, unchanged.
Here is C4H9NO2 in the gas phase from the Open Molecules 2025 dataset. Energies are from ωB97M-V/def2-TZVPD.

Summary:
Highest occupied orbital energy in eV: -9.9
Relative energy (zero: lowest compared OMol25 entry of this formula, charge and spin) in eV: 0.6507
LUMO level in eV: 0.9396

Geometry as ORCA input:
```
! wB97M-V def2-TZVPD RIJCOSX def2/J DEFGRID3
* xyz 0 1
H -0.098 2.093 0.792
O -0.535 -1.278 -1.086
C 0.740 1.675 0.228
H -1.604 -2.858 -1.710
H 2.221 1.531 1.823
H 2.352 0.209 0.648
H 1.233 2.511 -0.281
H -1.733 -2.550 0.061
C 1.647 0.864 1.179
H 0.692 0.617 -1.625
H 1.052 0.210 1.829
H -2.568 -1.476 -1.084
C -1.684 -2.101 -0.934
N 0.155 0.827 -0.795
C -0.588 -0.195 -0.290
O -1.224 -0.136 0.742
*
```

Results of the Mulliken charge analysis, in e, for atoms 1 through 5:
1. H 0.23
2. O -0.37
3. C -0.42
4. H 0.23
5. H 0.35